Here is a molecular structure, C18H23F3N2NiO8S2Se2 from OMol25. Energies are from ωB97M-V/def2-TZVPD.

Calculated values
* LUMO (alpha / beta): 4.262 / 4.262 eV
* E_HOMO (alpha / beta): -1.2 / -1.4 eV
* spin multiplicity: 3
* charge: -2
* Kohn-Sham gap (alpha / beta): 5.5093 / 5.6653 eV
* energy relative to the best compared isomer or geometry (same formula, charge and spin): 0.0 kcal/mol

XYZ file:
```
59
C18H23F3N2NiO8S2Se2 (ωB97M-V/def2-TZVPD)
Ni 0.72332 -0.55200 -0.16667
O -0.77319 -3.95975 4.68968
C -0.89660 -4.16111 3.28551
C 0.07004 -3.32012 2.44664
C 1.50169 -3.63869 2.87113
O 1.82329 -3.10121 4.16590
C -0.29579 -1.83620 2.66223
Se 1.07880 -0.49554 2.28387
C -0.12770 -3.76809 0.98979
Se 1.01402 -2.99826 -0.40188
H 0.13811 -3.65335 4.83560
H -1.92891 -3.91929 3.01484
H -0.72693 -5.22181 3.05152
H 2.19240 -3.24777 2.12327
H 1.63253 -4.72293 2.94193
H 1.91214 -2.14679 3.99270
H -0.59114 -1.68354 3.69963
H -1.15876 -1.61073 2.03355
H -1.17518 -3.61282 0.71954
H 0.07645 -4.84071 0.91809
C 2.28477 2.07437 -4.24632
C 1.21860 2.37043 -3.18683
C 0.02067 3.11590 -3.78461
C 1.83078 3.15747 -2.02253
C 0.73516 1.08461 -2.65499
N 0.36331 0.10002 -2.20400
H 2.70151 3.02548 -4.58525
H 1.84899 1.55447 -5.10114
H 3.09021 1.46287 -3.83728
H 0.38907 4.02724 -4.26139
H -0.69686 3.38924 -3.00866
H -0.48178 2.50776 -4.53840
H 2.11223 4.14414 -2.39821
H 2.71763 2.65137 -1.63422
H 1.10809 3.27890 -1.21705
O -1.41090 -0.31123 0.00362
C -1.80887 0.85290 0.11140
N -1.08082 1.96871 0.02293
S -1.97453 3.28855 0.20732
O -1.62046 4.03784 1.38379
O -2.05803 4.03719 -1.02988
C -3.52171 2.46196 0.46777
C -4.78687 2.96649 0.70024
C -5.82138 2.04778 0.83844
C -5.58102 0.67674 0.74246
C -4.29758 0.19409 0.50994
C -3.27632 1.11453 0.37448
H -4.96152 4.03125 0.77969
H -6.82825 2.40161 1.02519
H -6.40492 -0.01734 0.85361
H -4.08004 -0.86347 0.43675
F 4.78850 -2.28524 -0.60931
C 5.09416 -0.99513 -0.71546
F 6.25401 -0.90523 -1.39161
F 5.30528 -0.51163 0.50789
S 3.77500 -0.05033 -1.57575
O 3.37575 -0.90114 -2.66912
O 4.41821 1.19967 -1.93477
O 2.77135 0.10790 -0.51559
```


Here is 2 unconnected molecules or ions with the total composition C2H6N2 from OMol25. Energies are from ωB97M-V/def2-TZVPD.

Calculated values
* SMILES: C=N.C=N
* LUMO: 0.344 eV
* E_HOMO: -9.6 eV
* spin multiplicity: 1
* charge: 0
* Kohn-Sham gap: 9.9763 eV
* energy relative to the best compared isomer or geometry (same formula, charge and spin): 116.5 kcal/mol

XYZ file:
```
10
C2H6N2 (ωB97M-V/def2-TZVPD)
C 5.85589 0.68803 0.61254
N 5.72912 0.27314 1.84676
H 6.70660 1.23991 0.13417
H 5.70446 0.01431 -0.19815
H 5.65241 1.13776 2.28729
C -5.68136 -0.46549 -0.64147
N -6.14384 -0.36432 -1.88077
H -5.70010 0.33810 0.19204
H -5.44254 -1.56258 -0.40114
H -6.68064 -1.29885 -1.95128
```


Here is 3 unconnected molecules or ions with the total composition C16H26N2O9S2 from OMol25. Energies are from ωB97M-V/def2-TZVPD.

Calculated values
* SMILES: Nc1c(CCO)ccc2c1C(=O)NC2=O.CCOS(C)(=O)=O.CCOS(C)(=O)=O
* LUMO: -0.384 eV
* E_HOMO: -9.2 eV
* spin multiplicity: 1
* charge: 0
* Kohn-Sham gap: 8.7965 eV

XYZ file:
```
55
C16H26N2O9S2 (ωB97M-V/def2-TZVPD)
N 2.60189 -2.64842 0.19196
C 3.09720 -1.43422 -0.37231
C 2.25049 -0.44030 -0.85239
C 0.73018 -0.48070 -0.85744
C 0.05060 -1.15578 0.32549
O -1.36980 -0.95785 0.22106
C 2.83070 0.67278 -1.40069
C 4.18250 0.82992 -1.50465
C 5.00887 -0.13828 -1.04643
C 4.44111 -1.25036 -0.47822
C 5.56576 -2.13556 -0.03952
O 5.54400 -3.18494 0.57867
N 6.73921 -1.50279 -0.46084
C 6.50712 -0.24821 -1.05560
O 7.34200 0.50917 -1.49677
H 2.14787 -2.41525 1.06949
H 3.41628 -3.18983 0.47665
H 0.41380 -0.89132 -1.82076
H 0.40661 0.56322 -0.83747
H 0.41683 -0.81358 1.29239
H 0.20695 -2.23316 0.26150
H -1.54107 -0.82331 -0.71369
H 2.17749 1.45846 -1.76612
H 4.60461 1.71106 -1.96877
H 7.53495 -1.54870 0.16167
O 1.25684 3.63157 -1.63934
S 0.85494 4.64632 -0.71044
O 0.37988 4.29676 0.59037
O -0.20422 5.59769 -1.41914
C -1.36526 4.99088 -2.02010
C -2.40311 4.58945 -0.99002
C 2.14418 5.83320 -0.54886
H -1.06621 4.13972 -2.63443
H -1.78138 5.74154 -2.68930
H -2.04108 3.77681 -0.36076
H -3.31625 4.25621 -1.48343
H -2.63647 5.42805 -0.33420
H 2.47895 6.12652 -1.54008
H 2.95502 5.35946 0.00028
H 1.76473 6.68789 0.00459
O -3.44151 -4.98454 1.22945
S -3.77243 -3.95739 2.17028
O -4.23918 -4.29096 3.48084
O -4.81735 -2.96168 1.48918
C -6.01183 -3.52587 0.92102
C -7.03596 -3.89144 1.97820
C -2.43669 -2.82258 2.29889
H -5.75978 -4.38725 0.29959
H -6.42013 -2.76063 0.26274
H -6.68528 -4.71626 2.59736
H -7.97330 -4.19255 1.50940
H -7.22223 -3.04533 2.63976
H -2.11399 -2.53698 1.30042
H -1.63042 -3.32718 2.82872
H -2.76661 -1.95344 2.86181
```


Here is 3 unconnected molecules or ions with the total composition C30H67N2O11PS from OMol25. Energies are from ωB97M-V/def2-TZVPD.

Calculated values
* SMILES: CCOP(=O)(CCC[C@@H]1OS(=O)(=O)CC[C@@H]1CCCCCCOC)OCC.COCCNCCOC.COCCNCCOC
* LUMO: 0.518 eV
* E_HOMO: -8.6 eV
* spin multiplicity: 1
* charge: 0
* Kohn-Sham gap: 9.0871 eV

XYZ file:
```
112
C30H67N2O11PS (ωB97M-V/def2-TZVPD)
C 0.66302 1.89203 -1.80868
C -0.37259 1.82025 -2.92749
O -0.60792 0.46658 -3.40227
P -1.22989 -0.61731 -2.42493
O -0.22324 -1.51554 -1.84006
C -2.45992 -1.46901 -3.44381
C -2.05912 -2.93043 -3.69728
C -3.09659 -3.96861 -3.24433
C -2.82703 -4.59638 -1.89438
O -2.71402 -3.50558 -0.95728
S -2.53850 -3.84176 0.58227
O -3.78450 -3.52674 1.21520
O -1.36209 -3.19417 1.05906
C -2.28762 -5.61452 0.70001
C -1.90413 -6.41305 -0.57385
C -1.63414 -5.54009 -1.79126
C -0.29432 -4.77409 -1.78538
C 0.87465 -5.39696 -1.01095
C 2.22634 -4.91883 -1.56924
C 2.94188 -3.88505 -0.69489
C 2.38539 -2.46268 -0.86908
C 1.68417 -1.86737 0.38041
O 1.39076 -2.81434 1.38556
C 2.25131 -2.81717 2.49373
O -2.01125 0.24581 -1.33418
C -2.61035 -0.52190 -0.27393
C -3.23737 0.41646 0.75224
H 1.27393 2.77435 -1.97272
H 1.29133 1.00570 -1.80449
H 0.16929 1.95529 -0.84342
H -1.32470 2.23908 -2.61260
H -0.02106 2.37271 -3.79300
H -2.50476 -0.91763 -4.38277
H -3.45195 -1.36911 -3.00588
H -1.88293 -3.08239 -4.76075
H -1.10423 -3.08139 -3.20530
H -4.06857 -3.47916 -3.15392
H -3.22065 -4.76490 -3.97507
H -3.72694 -5.15961 -1.62171
H -3.23169 -5.98870 1.08594
H -1.55058 -5.74356 1.48636
H -1.08390 -7.08282 -0.34132
H -2.75587 -7.04754 -0.81913
H -1.68662 -6.17479 -2.67650
H 0.02625 -4.69984 -2.82543
H -0.43090 -3.75062 -1.43985
H 0.85038 -6.48319 -1.07153
H 0.79793 -5.08123 0.02991
H 2.08204 -4.45042 -2.54389
H 2.90180 -5.75835 -1.73388
H 3.98811 -3.88905 -1.00772
H 2.93006 -4.19411 0.34453
H 3.20433 -1.79326 -1.13335
H 1.68527 -2.42461 -1.70196
H 0.73205 -1.43842 0.06440
H 2.28042 -1.04558 0.78308
H 3.08856 -3.51138 2.36919
H 2.67288 -1.82854 2.69124
H 1.68019 -3.11485 3.37075
H -3.37314 -1.19556 -0.66551
H -1.86342 -1.14644 0.21027
H -4.14482 -0.05021 1.13226
H -2.57296 0.52975 1.60393
H -3.49695 1.37771 0.32197
C 3.31192 4.65192 -2.40407
O 3.72564 3.50148 -1.69809
C 4.16783 2.41799 -2.50946
C 5.67592 2.28186 -2.51150
N 6.33267 3.35546 -3.24291
C 7.77648 3.47333 -3.05028
C 8.35438 3.58580 -1.64254
O 8.13866 4.82131 -0.99113
C 6.84090 5.01692 -0.46751
H 2.73961 5.26893 -1.71196
H 4.15357 5.25075 -2.76854
H 2.67219 4.39121 -3.25336
H 3.76654 2.50025 -3.52462
H 3.75184 1.51273 -2.06139
H 5.93080 1.32748 -2.98448
H 5.99476 2.22469 -1.46316
H 5.89536 4.23741 -3.02060
H 8.10028 4.35766 -3.60420
H 8.24984 2.61130 -3.53330
H 9.43896 3.50683 -1.74542
H 8.04293 2.75622 -0.99482
H 6.43782 4.10072 -0.02792
H 6.14875 5.39197 -1.22646
H 6.91708 5.77315 0.31300
C -6.90989 4.09936 3.87437
O -6.57379 3.16407 4.87611
C -5.99189 1.95383 4.41039
C -4.49893 1.88704 4.65115
N -3.75853 2.80401 3.79709
C -2.36190 3.03226 4.16305
C -2.00441 3.48121 5.57658
O -2.33692 4.81819 5.89475
C -3.70186 5.05815 6.16931
H -7.58962 4.82338 4.32153
H -6.03786 4.64519 3.49673
H -7.41599 3.61708 3.03295
H -6.23019 1.79572 3.35356
H -6.45880 1.14759 4.98127
H -4.16516 0.86509 4.44220
H -4.33567 2.07362 5.72018
H -4.23633 3.69193 3.74914
H -1.97280 3.78799 3.47637
H -1.80705 2.10970 3.95859
H -0.91564 3.43599 5.65027
H -2.39583 2.80074 6.34353
H -4.15056 4.24208 6.74191
H -4.27854 5.22069 5.25455
H -3.75768 5.97084 6.76181
```


Here is 10 unconnected molecules or ions with the total composition H20O10 from OMol25. Energies are from ωB97M-V/def2-TZVPD.

Calculated values
* SMILES: O.O.O.O.O.O.O.O.O.O
* LUMO: -0.117 eV
* E_HOMO: -10.5 eV
* spin multiplicity: 1
* charge: 0
* Kohn-Sham gap: 10.3859 eV
* energy relative to the best compared isomer or geometry (same formula, charge and spin): 62.9 kcal/mol

XYZ file:
```
30
H20O10 (ωB97M-V/def2-TZVPD)
O 7.58135 9.85102 13.35455
H 7.48929 10.00425 14.28115
H 6.72772 9.82148 12.99807
O 4.96337 11.39918 7.57532
H 5.87604 11.48631 7.31434
H 4.88315 11.61865 8.50447
O 5.81815 7.97117 11.50570
H 5.36488 8.27407 12.30065
H 5.14354 8.11378 10.83869
O 5.11081 10.80883 12.17163
H 4.90029 11.44678 11.42594
H 4.29144 10.68056 12.63231
O 5.78194 12.91223 13.78144
H 5.52259 12.21355 13.21638
H 6.22685 13.52378 13.22377
O 2.67819 10.33450 13.71060
H 2.66080 9.40214 13.35869
H 1.94686 10.71740 13.21287
O 4.76098 12.62561 10.34839
H 4.00531 13.12338 10.79304
H 5.60475 12.96854 10.59617
O 6.91722 10.31175 9.97188
H 7.07583 10.15046 9.07445
H 6.36512 9.63113 10.39432
O 4.98707 8.21440 14.19687
H 5.62183 7.77504 14.77284
H 4.97005 9.11241 14.50145
O 7.53999 12.59708 11.05935
H 7.81063 13.15859 10.28074
H 7.36354 11.77436 10.61726
```


Here is a molecular structure, C6H7NO4Tl from OMol25. Energies are from ωB97M-V/def2-TZVPD.

Calculated values
* LUMO (alpha / beta): -16.769 / -16.768 eV
* E_HOMO (alpha / beta): -23.8 / -23.8 eV
* spin multiplicity: 1
* charge: +3
* Kohn-Sham gap (alpha / beta): 7.0333 / 7.0353 eV

XYZ file:
```
19
C6H7NO4Tl (ωB97M-V/def2-TZVPD)
Tl -0.21681 0.40181 0.31888
C -0.31982 1.81619 2.58328
O -0.13212 2.30517 3.60127
C -0.16958 2.87649 -1.04083
O -0.17443 3.93504 -1.46051
C -2.95216 0.11256 0.23458
O -4.04089 0.46082 0.21411
C 2.61622 0.57300 -0.16118
O 3.65109 0.37267 0.29529
C -0.15047 -1.53227 -1.74007
H 0.78579 -2.05762 -1.51523
H -1.08889 -2.04083 -1.48100
C -0.15466 -0.34493 -2.39481
H -1.09018 0.13826 -2.70835
H 0.77493 0.15661 -2.69732
N 0.57898 -1.60286 1.82120
H -0.21695 -2.02272 2.30550
H 1.21634 -1.20819 2.51731
H 1.08363 -2.33923 1.30790
```


Here is 7 unconnected molecules or ions with the total composition C44H75BF2N7O17 from OMol25. Energies are from ωB97M-V/def2-TZVPD.

Calculated values
* LUMO: -3.051 eV
* E_HOMO: -10.9 eV
* spin multiplicity: 1
* charge: +1
* Kohn-Sham gap: 7.8086 eV

XYZ file:
```
146
C44H75BF2N7O17 (ωB97M-V/def2-TZVPD)
C 4.34963 -0.18159 -1.94096
C 3.67227 -0.35708 -3.30839
N 2.24866 -0.72005 -3.14198
C 1.32401 0.09377 -3.91500
C 0.12298 0.54511 -3.09459
C 0.56828 1.28677 -1.83648
N -0.01682 0.62525 -0.64653
C 0.92699 0.68851 0.50754
C -1.28615 1.03582 -0.34586
N -2.08431 0.20856 0.26091
C -3.43374 0.62117 0.66014
C -1.76244 -1.18192 0.58276
C -1.36357 -1.48431 2.04984
C -1.54742 -0.32586 3.04714
C 0.05348 -2.07291 2.18374
N -1.77200 2.28815 -0.65602
B -2.74293 2.33482 -1.80516
O -2.81448 1.28595 -2.69849
N -3.58559 3.47465 -2.01314
C -4.87213 2.99585 -2.60041
C -3.91468 4.17926 -0.74586
C -0.71316 3.27951 -0.87172
N -0.13592 3.80292 0.40919
C -0.01627 5.24287 0.36200
O 1.03873 5.83513 0.48735
F -1.16293 5.88635 0.14864
C -0.94800 3.49126 1.54296
O -2.07467 3.81793 1.79222
F -0.25961 2.75397 2.40224
C 0.39798 2.82286 -1.85843
N 0.21889 3.43622 -3.14079
O 1.61023 3.35917 -1.35442
C 2.03417 -2.11889 -3.32974
C 2.11771 -2.95292 -2.08094
O 1.82174 -2.62795 -4.39979
H 3.61789 0.21939 -1.25192
H 4.68366 -1.12951 -1.53942
H 5.20299 0.47888 -1.99462
H 4.19244 -1.15576 -3.82238
H 3.78364 0.56382 -3.85380
H 1.78908 0.99565 -4.28112
H 0.93624 -0.42116 -4.78725
H -0.51033 1.11179 -3.75728
H -0.41841 -0.34669 -2.80519
H 1.62764 1.11814 -1.77509
H 1.64610 1.48841 0.39591
H 1.48327 -0.23384 0.53311
H 0.42983 0.84040 1.44760
H -4.12055 0.56861 -0.17379
H -3.37842 1.65017 0.98438
H -3.75492 0.02948 1.49628
H -2.67737 -1.72363 0.39889
H -1.03332 -1.59598 -0.09644
H -2.01124 -2.27352 2.39408
H -1.45770 0.66318 2.62437
H -2.48847 -0.42081 3.56702
H -0.79095 -0.43998 3.80616
H 0.77235 -1.31541 2.45158
H 0.05960 -2.82492 2.95216
H 0.34323 -2.51686 1.23709
H -3.28846 0.53892 -2.32809
H -5.61452 3.77345 -2.52632
H -5.28200 2.14363 -2.06689
H -4.76902 2.78114 -3.64683
H -4.76069 4.82963 -0.88707
H -4.18674 3.48922 0.04335
H -3.09414 4.81435 -0.45658
H -1.17580 4.11934 -1.37447
H -0.65848 3.20585 -3.58756
H 0.97894 3.16682 -3.75993
H 1.88890 4.03121 -1.97831
H 3.01369 -3.55672 -2.08936
H 1.25239 -3.59212 -1.98987
H 2.17637 -2.32865 -1.20089
O -0.41850 -2.08762 6.01112
C 0.52706 -1.48186 6.43410
O 1.79942 -1.82504 6.15272
C 2.71183 -0.98122 6.88898
C 1.91435 0.27370 7.21813
C 0.49972 -0.28539 7.36048
H 3.03049 -1.51868 7.78306
H 3.58301 -0.77940 6.27148
H 2.27799 0.79490 8.10030
H 1.95415 0.96913 6.37752
H 0.29465 -0.63109 8.37664
H -0.26306 0.42242 7.04851
O 5.31773 -5.97030 -8.41580
C 4.36273 -5.36104 -8.03803
O 4.42413 -4.06402 -7.65572
C 3.14092 -3.63637 -7.14891
C 2.12947 -4.59500 -7.75804
C 2.94433 -5.87947 -7.87319
H 3.16474 -3.69560 -6.06175
H 2.96859 -2.60255 -7.43989
H 1.22325 -4.69941 -7.17291
H 1.84866 -4.24798 -8.75423
H 2.89643 -6.47657 -6.95993
H 2.65775 -6.48366 -8.72871
O -0.52647 -5.83140 -7.04166
C -0.36732 -6.40276 -6.00504
O 0.48002 -5.95638 -5.04529
C 0.54943 -6.90620 -3.96677
C -0.73761 -7.71506 -4.06210
C -1.00126 -7.70887 -5.56674
H 1.43953 -7.52289 -4.10660
H 0.64089 -6.36747 -3.02645
H -0.65201 -8.70883 -3.62832
H -1.54367 -7.19142 -3.54585
H -0.49301 -8.52905 -6.07522
H -2.05935 -7.72103 -5.80857
O -6.12026 5.23314 6.78654
C -5.10705 5.06663 6.18562
O -4.91469 4.01644 5.34192
C -3.56818 4.02088 4.84451
C -3.08742 5.45807 4.99687
C -3.84877 5.91461 6.24086
H -2.97631 3.32013 5.43967
H -3.57018 3.69065 3.80994
H -2.00513 5.54239 5.08002
H -3.40537 6.04721 4.13512
H -3.31228 5.67994 7.16075
H -4.09789 6.97063 6.21511
O 3.04759 2.82293 -4.65971
C 4.02960 3.43370 -4.32412
O 5.24542 3.12975 -4.79007
C 6.24922 3.94762 -4.15009
C 5.49676 5.17077 -3.64717
C 4.12116 4.58297 -3.33821
H 6.69651 3.36932 -3.33996
H 7.02075 4.19254 -4.87375
H 5.97802 5.65163 -2.79921
H 5.40910 5.90751 -4.44565
H 4.07053 4.17743 -2.32502
H 3.31571 5.29632 -3.50152
O -1.18468 -1.34439 10.32043
C -2.08398 -1.93854 9.80149
O -3.36588 -1.51644 9.83827
C -4.22594 -2.49434 9.22140
C -3.31658 -3.30176 8.30310
C -1.99130 -3.25532 9.05795
H -4.67281 -3.10515 10.00798
H -5.01848 -1.97887 8.68524
H -3.68458 -4.30689 8.10821
H -3.20839 -2.79153 7.34477
H -1.90429 -4.06162 9.78757
H -1.13454 -3.25911 8.39033
```


no.,maximum force (eV/A),total energy (eV)
1,0.71,-239962.284
2,4.36,-5146.866
3,2.09,-60091.770
4,0.91,-77821.387
5,3.28,-20799.885
6,4.36,-20671.359
7,4.13,-98191.270